Record 1
Molecular formula: C5H10ClNO
Method: DFT, ωB97M-V with the def2-TZVPD basis set

```
18
Properties=species:S:1:pos:R:3:forces:R:3
C 1.10991 1.05066 -0.07167 0.3 1.6 2.3
C 2.06610 -0.03789 -0.34131 0.1 1.8 2.0
Cl 3.53501 -0.04871 0.59430 0.4 0.0 0.0
C 1.82607 -1.00232 -1.17164 -0.3 -0.4 -2.0
O 2.74329 -1.87092 -1.59243 -0.2 -1.6 -0.7
H 0.58777 0.99565 0.94010 0.8 -0.3 -1.2
H 0.37753 0.88631 -0.80785 -1.2 0.5 -0.7
H 1.51240 2.12398 -0.06709 -0.1 -1.6 -0.5
H 0.90855 -1.04172 -1.76374 0.2 0.0 0.3
H 3.52155 -1.81535 -1.04926 0.7 0.1 0.5
C -2.54457 1.28316 0.10143 1.9 -1.6 0.4
N -1.69862 0.34563 0.29733 -1.8 1.3 -0.7
C -2.02609 -0.81357 1.09431 0.2 -1.0 1.3
H -3.47554 1.39118 0.57004 -1.6 -0.2 0.9
H -2.29893 2.05397 -0.57686 0.5 0.9 -0.7
H -1.13445 -1.42530 0.91859 -0.3 -0.4 0.7
H -2.13428 -0.65346 2.25821 0.0 -0.1 -2.3
H -2.87570 -1.42130 0.66754 0.5 0.9 0.6
```
Forces are in eV/Å.

The value obtained for the energy above the lowest of the compared OMol25 structures with the same formula, charge and spin is 61.48 kcal/mol. As for the SMILES: C/C(Cl)=C/O.C=NC. The value obtained for the LUMO energy is 0.86 eV. The calculation puts the HOMO-LUMO gap at 9.378 eV.

Results of the Mulliken charge analysis, in e, for atoms 1 through 6:
1. C -0.902
2. C 0.513
3. Cl -0.292
4. C -0.203
5. O -0.495
6. H 0.224



Record 2
Molecular formula: C44H58BN9O2P2Pr
Method: DFT, ωB97M-V with the def2-TZVPD basis set

```
117
Properties=species:S:1:pos:R:3:forces:R:3
Pr -0.33816 0.69380 0.40863 -1.3 -0.9 0.1
C -4.68345 -1.29185 0.61822 -0.4 -0.5 0.0
C -3.69755 -1.56667 1.68942 2.4 -0.1 0.3
C -3.69475 -2.51979 2.74644 -0.1 0.0 -0.3
C -2.50545 -2.31217 3.45000 -0.9 0.5 -1.1
C -1.99813 -3.17387 4.54106 0.7 0.0 0.6
N -1.86908 -1.23122 2.89120 -0.1 -0.8 0.2
N -2.52647 -0.87207 1.71577 -0.6 0.3 1.2
B -0.81581 -0.13121 3.45713 -1.3 -0.4 -2.1
N -0.10608 -0.43198 4.75125 0.7 -1.0 0.2
N 0.99021 -1.31251 4.51748 -0.9 0.7 0.4
C 1.36065 -1.78879 5.69911 -0.5 1.0 -0.4
C 2.60780 -2.62517 5.77394 -0.8 -0.3 0.1
C 0.54202 -1.24655 6.71792 -0.6 0.4 0.2
C -0.38583 -0.38905 6.09257 1.9 -1.5 0.1
C -1.43278 0.41128 6.75764 -1.0 -0.8 0.1
N -1.56748 1.26885 3.14753 -1.5 0.6 1.3
N -0.97790 2.21580 2.35660 0.6 1.5 0.7
C -1.46401 3.45786 2.74674 0.1 -2.8 0.1
C -0.96162 4.74676 2.23553 -0.1 -0.2 -0.5
C -2.44787 3.25298 3.70830 -0.6 0.0 0.8
C -2.59089 1.85878 3.87377 2.0 0.8 -1.0
C -3.65238 1.10079 4.55146 -0.6 -1.3 -1.0
H -5.61791 -1.02148 1.13820 0.2 0.3 -0.6
H -4.91021 -2.19515 0.03290 0.1 0.2 0.1
H -4.28939 -0.51992 -0.05408 -0.4 -0.1 0.3
H -4.43571 -3.32953 2.92520 0.7 0.9 -0.1
H -2.41324 -4.18963 4.50943 -0.2 0.4 -0.2
H -2.26383 -2.72645 5.50618 0.3 -0.2 0.1
H -0.90446 -3.30087 4.46637 -0.4 0.3 0.2
H 0.05166 -0.16188 2.61028 0.5 0.3 -0.2
H 3.34170 -2.09729 6.37299 0.2 -0.1 0.2
H 2.98520 -2.70538 4.74963 0.1 -0.3 0.3
H 2.39709 -3.62001 6.23563 0.3 0.7 -0.5
H 0.61946 -1.46674 7.79147 -0.1 0.3 -0.6
H -1.17851 0.59629 7.80079 0.1 0.1 -0.2
H -2.38173 -0.16549 6.77871 0.4 0.3 0.0
H -1.63911 1.32292 6.22705 0.1 0.5 0.0
H 0.00394 4.59372 1.73454 -0.4 0.3 0.0
H -0.84598 5.40249 3.07849 0.2 0.4 0.4
H -1.72162 5.20742 1.58770 0.5 0.1 0.1
H -2.92933 4.04504 4.33288 0.2 -0.9 -0.9
H -3.80536 1.38940 5.55677 -0.1 0.3 1.1
H -3.48607 0.00393 4.48581 0.0 0.7 0.2
H -4.60930 1.27733 4.02836 0.4 0.0 0.1
C 3.21036 0.94706 2.69804 0.3 -1.1 0.6
P 2.58243 1.59708 1.12616 -0.9 0.9 0.3
C 3.03290 3.36904 1.25386 0.0 0.2 0.0
C 3.66702 0.87307 -0.13360 0.6 0.6 -0.6
C 4.55340 1.68417 -0.86044 0.4 -0.3 0.0
C 5.50381 1.05695 -1.68408 -0.5 -0.5 0.6
C 5.53090 -0.33749 -1.83572 -0.5 0.4 0.3
C 4.54453 -1.12034 -1.21953 0.3 -0.4 -0.5
C 3.61144 -0.51312 -0.37686 0.3 0.6 -0.3
P 2.22306 -1.32987 0.40283 -0.8 -1.6 -0.5
C 3.00121 -2.29782 1.75232 0.2 -0.1 0.4
C 1.69661 -2.62278 -0.85461 0.6 -0.1 0.6
H 3.07038 1.59150 3.58498 0.0 0.0 -0.7
H 4.28153 0.62561 2.63759 -0.9 0.3 0.0
H 2.56947 0.06680 2.88524 0.5 0.1 0.3
H 4.08584 3.50280 1.53624 -0.2 0.0 -0.2
H 2.42351 3.85338 2.04463 0.2 -0.4 -0.5
H 2.81720 3.86088 0.29895 0.1 0.1 0.2
H 4.52050 2.78646 -0.74943 0.2 -0.9 -0.1
H 6.27824 1.61905 -2.15739 0.2 0.5 -0.3
H 6.30696 -0.78331 -2.45391 -0.2 0.0 0.1
H 4.51457 -2.21542 -1.43169 -0.1 1.0 0.3
H 3.93778 -1.80815 2.08325 -0.4 -0.4 -0.3
H 3.13304 -3.37214 1.55397 0.2 0.5 -0.4
H 2.32065 -2.25056 2.58460 -0.3 0.1 0.5
H 2.34244 -3.52992 -0.82324 -0.2 0.7 -0.2
H 1.70206 -2.14915 -1.83960 -0.1 -0.2 0.0
H 0.68549 -2.95982 -0.62407 0.0 0.1 0.0
C 0.87528 4.34623 -4.05307 -0.5 0.2 0.2
N 0.28373 3.99261 -2.73268 -0.8 0.3 -0.6
C -0.56134 4.78796 -1.93819 -0.1 -0.7 0.1
C -0.87098 3.98323 -0.85646 1.0 0.3 -0.7
N -0.20336 2.76335 -0.95852 -1.2 0.8 -0.4
C 0.34628 2.78074 -2.14509 1.7 -0.1 -0.6
H 0.13767 4.28875 -4.87840 0.3 -0.2 0.6
H 1.71422 3.67961 -4.23052 -0.1 -0.1 -0.1
H 1.28207 5.36581 -4.04141 -0.2 -0.3 0.3
H -0.93473 5.77845 -2.27503 0.6 -1.0 0.5
H -1.43250 4.16786 0.02409 -0.4 0.3 0.0
H 0.85430 1.91337 -2.57672 -0.1 0.5 0.0
C 2.39814 -4.17830 -5.40486 -0.3 -1.0 -0.1
C 1.00635 -3.60511 -5.30054 -0.4 0.6 -0.4
C -0.06960 -4.45293 -5.04008 0.9 -0.4 0.4
C -1.26584 -3.93394 -4.64945 -1.4 0.5 -0.3
C -1.52308 -2.55806 -4.67124 0.6 -0.5 0.3
C -0.50425 -1.66891 -5.06080 0.0 -2.8 0.1
N -0.70004 -0.33975 -5.06118 -0.2 3.1 -0.5
C -1.99755 0.29820 -4.81698 0.8 -0.8 -0.4
C -2.75630 0.68795 -5.96428 0.0 -0.1 0.9
C -3.98559 1.35884 -5.83446 0.5 -0.2 1.0
C -4.53879 1.37451 -4.53900 -0.2 -0.3 -0.2
C -3.82249 0.88264 -3.44613 0.2 0.0 0.2
C -2.48770 0.42645 -3.49353 -0.2 0.7 -0.8
C -1.73424 0.27257 -2.13134 0.1 -0.9 -1.4
O -0.54992 -0.22724 -2.04231 -0.9 1.0 0.5
O -2.37702 0.67460 -1.13200 0.7 0.1 0.6
C 0.75251 -2.23430 -5.45309 -1.0 0.3 0.5
C 1.74425 -1.34204 -6.10503 0.6 0.4 0.0
H 2.39242 -5.17977 -4.93299 0.0 0.5 -0.2
H 3.12892 -3.58201 -4.85838 0.0 0.1 -0.2
H 2.71293 -4.35471 -6.43932 0.2 0.3 0.1
H 0.04493 -5.52695 -5.12275 0.2 0.0 0.3
H -2.07455 -4.61927 -4.37753 0.2 0.3 -0.1
H -2.50543 -2.23038 -4.37287 0.0 0.3 0.0
H 0.04639 0.25949 -5.45263 -1.0 -0.7 0.3
H -2.41267 0.33862 -6.93607 0.3 0.5 0.1
H -4.49685 1.87453 -6.66093 0.2 -0.7 0.3
H -5.59594 1.66375 -4.38897 0.8 0.1 -0.1
H -4.29940 0.83510 -2.48317 -0.2 0.3 0.2
H 2.14270 -0.54365 -5.46533 0.0 -0.1 0.1
H 1.37860 -0.84815 -7.01568 -0.3 -0.1 0.2
H 2.55886 -1.96640 -6.42658 0.6 0.1 -0.1
```
Forces are in eV/Å.

As for the expectation value of S²: 2.00. The value obtained for the energy above the lowest of the compared OMol25 structures with the same formula, charge and spin is 0.00 kcal/mol. The multiplicity is 3. The total charge is +1. The value obtained for the LUMO energy (spin up / spin down) is -2.55 / -1.90 eV. The calculation puts the HOMO-LUMO gap (spin up / spin down) at 6.556 / 7.207 eV.

Results of the Mulliken charge analysis, in e, for atoms 1 through 6:
1. Pr 0.772
2. C -1.067
3. C 0.580
4. C -1.820
5. C 0.999
6. C -1.142



Record 3
Molecular formula: H14NaO7
Method: DFT, ωB97M-V with the def2-TZVPD basis set

```
22
Properties=species:S:1:pos:R:3:forces:R:3
Na -0.25539 8.37319 -1.96618 0.2 0.0 0.1
O -2.09444 9.18390 -3.43578 -0.1 0.0 0.2
H -2.65969 8.70576 -4.05391 0.1 0.1 0.0
H -2.59436 9.98190 -3.21461 0.1 -0.1 0.0
O 0.95428 6.48902 -0.62969 -0.1 -0.1 0.0
H 1.79356 6.15568 -0.97177 -0.2 0.0 0.0
H 0.80839 6.00656 0.19455 0.1 0.1 -0.1
O 1.27023 6.62902 -4.04724 -0.2 -0.4 0.1
H 1.77428 5.82693 -4.23782 0.0 0.2 -0.1
H 0.34831 6.31614 -4.00820 0.3 0.1 0.0
O -1.36650 6.05187 -3.06694 -0.1 0.3 0.3
H -2.27312 6.27959 -3.30673 0.1 -0.2 0.0
H -1.42647 5.64125 -2.19342 0.1 0.0 -0.2
O 2.27509 8.90887 -2.42168 -0.1 -0.1 0.3
H 2.77601 9.04331 -1.60623 0.1 -0.1 -0.2
H 2.68167 8.16074 -2.88003 -0.1 0.1 0.0
O 0.11712 10.83994 -1.65178 0.0 -0.1 -0.3
H -0.05862 11.23920 -2.51572 0.1 0.0 0.2
H 1.04099 11.06621 -1.48251 -0.2 0.0 0.0
O -1.86526 8.03460 0.01384 0.0 -0.2 -0.3
H -2.79865 8.27938 -0.03379 0.2 0.0 0.1
H -1.84923 7.16569 0.43319 -0.1 0.2 0.1
```
Forces are in eV/Å.

The value obtained for the energy above the lowest of the compared OMol25 structures with the same formula, charge and spin is 5.90 kcal/mol. The total charge is +1. The value obtained for the LUMO energy is -3.25 eV. The calculation puts the HOMO-LUMO gap at 11.373 eV.

Results of the Mulliken charge analysis, in e, for atoms 1 through 6:
1. Na 0.769
2. O -0.527
3. H 0.269
4. H 0.306
5. O -0.475
6. H 0.277



Record 4
Molecular formula: C31H32N6O2Pd
Method: DFT, ωB97M-V with the def2-TZVPD basis set

```
72
Properties=species:S:1:pos:R:3:forces:R:3
Pd -0.49505 0.00551 -0.52415 -1.1 -0.2 1.4
C -1.86367 0.93106 -2.91577 0.0 0.0 -0.5
C -1.94462 -0.44033 -3.56826 0.1 0.0 0.2
C -0.80024 -1.37869 -3.30813 0.0 -0.1 -0.3
C -0.26821 -2.14191 -4.34076 -0.1 -0.1 0.1
C 0.63108 -3.15673 -4.05276 0.1 -0.1 0.0
C 0.95309 -3.42320 -2.72580 -0.2 0.0 0.0
C 0.43733 -2.59847 -1.74906 0.0 -0.3 0.1
N -0.39172 -1.58367 -2.04574 0.3 1.3 -0.2
N -2.22979 0.98137 -1.47115 1.0 -0.6 0.3
C -3.55196 0.37103 -1.19126 -0.2 -0.3 0.2
C -3.41963 -0.94697 -0.48693 -0.2 0.2 -0.2
C -4.51634 -1.77347 -0.29266 0.1 0.0 0.1
C -4.36093 -2.94938 0.42537 0.0 0.0 0.0
C -3.10652 -3.27412 0.93436 0.0 0.1 0.0
C -2.05510 -2.41319 0.69762 0.2 -0.2 0.2
N -2.21992 -1.27567 0.00841 1.3 0.1 -0.1
C -2.19217 2.37521 -0.97355 0.3 0.4 0.3
C -0.81040 2.93668 -1.02431 -0.4 0.2 -0.2
C -0.56588 4.25775 -1.35247 0.1 -0.1 0.2
C 0.73408 4.74404 -1.27687 0.1 0.0 0.0
C 1.75042 3.88561 -0.87880 -0.2 0.1 0.0
C 1.43658 2.57158 -0.58495 0.4 -0.1 0.0
N 0.18424 2.10760 -0.65951 0.3 -1.0 -0.4
H -2.54597 1.60126 -3.45002 -0.1 0.0 0.1
H -0.85627 1.33302 -3.03501 -0.1 0.1 0.1
H -2.03452 -0.28267 -4.64184 0.0 0.0 0.0
H -2.85056 -0.97331 -3.26470 -0.1 0.0 -0.1
H -0.58243 -1.96343 -5.36098 0.0 0.0 0.0
H 1.06322 -3.75279 -4.84732 0.0 0.0 0.0
H 1.59054 -4.25300 -2.45205 0.0 0.0 0.0
H 0.67345 -2.75846 -0.70517 0.1 0.1 0.0
H -4.12094 0.25460 -2.11515 0.1 0.1 0.0
H -4.13980 1.04040 -0.55963 0.1 0.1 0.0
H -5.47905 -1.48620 -0.69800 0.0 0.0 0.0
H -5.20586 -3.60716 0.58871 0.0 0.0 0.0
H -2.94244 -4.18020 1.50163 0.0 0.0 0.0
H -1.06136 -2.63044 1.06935 0.0 0.0 0.0
H -2.52176 2.37988 0.06884 -0.1 -0.1 0.0
H -2.88243 3.00480 -1.54186 -0.1 -0.2 0.0
H -1.38283 4.90491 -1.64403 0.0 0.0 0.0
H 0.94595 5.77775 -1.52075 0.0 0.0 0.0
H 2.77467 4.22345 -0.80236 0.0 0.0 0.0
H 2.21578 1.88878 -0.27557 -0.1 0.0 -0.1
O 1.56040 -0.06072 6.09711 0.2 0.0 -0.3
C 0.20337 0.13969 5.85764 -0.3 0.0 0.5
C -0.01783 0.19928 4.38608 0.0 0.0 -0.1
C -1.27271 0.46193 3.83124 0.2 0.0 -0.1
C -1.40398 0.48304 2.45983 -0.4 0.2 0.0
N -0.36659 0.27947 1.63863 -0.2 0.2 -1.0
C 0.86110 0.06410 2.14668 0.2 -0.1 0.2
C 1.05270 -0.00231 3.51538 -0.1 0.1 -0.1
C 1.96140 -0.10987 1.18593 0.1 0.0 0.2
C 3.29059 0.03853 1.53833 -0.1 0.0 -0.1
C 4.29372 -0.16179 0.58904 0.0 0.0 -0.1
C 5.72852 -0.00503 0.97933 0.5 -0.3 0.0
O 5.79306 0.97661 1.97016 -0.5 0.2 0.1
C 3.90801 -0.48151 -0.71316 -0.1 0.0 0.2
C 2.56319 -0.56437 -1.01132 0.0 -0.1 -0.5
N 1.61052 -0.40022 -0.08632 -1.2 0.2 0.2
H 1.74715 -0.09996 7.03908 0.0 0.0 0.2
H -0.17958 1.06634 6.31099 0.1 0.0 -0.1
H -0.42228 -0.66192 6.27978 0.0 0.0 -0.1
H -2.14240 0.64484 4.44930 0.0 0.0 0.0
H -2.36895 0.67730 2.00931 0.0 -0.1 0.0
H 2.02764 -0.21466 3.93145 0.0 0.0 0.0
H 3.57330 0.34375 2.53712 0.0 0.0 0.0
H 6.34735 0.21460 0.10295 -0.1 0.1 0.0
H 6.07591 -0.98217 1.35504 -0.1 0.0 -0.1
H 6.69852 1.22978 2.16717 0.2 -0.1 0.0
H 4.63808 -0.64084 -1.49593 0.0 0.0 0.0
H 2.24774 -0.76670 -2.02786 0.0 0.0 0.1
```
Forces are in eV/Å.

The total charge is +4. The value obtained for the LUMO energy is -15.03 eV. The calculation puts the HOMO-LUMO gap at 4.697 eV.

Results of the Mulliken charge analysis, in e, for atoms 1 through 6:
1. Pd -0.576
2. C -0.813
3. C -1.003
4. C 0.485
5. C -1.041
6. C -0.590



Record 5
Molecular formula: C11H26Br3NO
Method: DFT, ωB97M-V with the def2-TZVPD basis set

```
42
Properties=species:S:1:pos:R:3:forces:R:3
C 3.22790 -2.65673 -1.64649 0.0 0.0 0.7
Br 4.93187 -1.56924 -1.52678 1.0 1.0 0.0
Br 2.26260 -2.82251 0.08044 -0.7 0.4 0.9
Br 3.66263 -4.55653 -2.15949 -0.1 -1.0 -1.0
H 2.58360 -2.05270 -2.28533 -0.3 -0.4 -0.6
C -1.05834 -3.45708 1.38112 0.1 -1.4 -1.4
C -1.94487 -2.29248 1.63510 -0.6 1.5 0.5
C -3.41211 -2.31752 1.12719 0.2 0.3 -0.9
C -4.17782 -0.94036 1.12370 1.2 0.0 3.2
C -4.54123 -0.55577 2.65000 -1.2 -0.2 -0.1
C -5.96990 -0.98212 3.20493 1.3 0.4 -1.2
H -1.43908 -4.42527 1.70630 -0.2 0.0 0.6
H -0.04928 -3.32314 1.77092 -0.2 0.1 0.1
H -0.95111 -3.61729 0.30830 0.3 0.1 -0.2
H -1.78671 -2.07859 2.69214 -0.7 0.5 0.2
H -1.56209 -1.44851 1.06126 0.6 0.2 0.3
H -3.96866 -3.14350 1.57004 -0.3 0.1 0.0
H -3.23333 -2.52521 0.07219 -0.4 -0.5 -0.2
H -3.45040 -0.17774 0.84559 0.2 0.0 -0.2
H -5.00503 -0.77711 0.43292 -0.2 -0.7 0.2
H -3.85689 -0.96147 3.39511 0.5 -0.6 -0.6
H -4.39889 0.50643 2.84891 -0.3 0.3 -0.4
H -5.96792 -0.87091 4.28923 -0.2 -0.1 0.0
H -6.76150 -0.37131 2.77091 0.0 0.1 0.1
H -6.16261 -2.01309 2.90817 -0.1 -0.1 0.3
C 4.47875 1.97824 -3.36885 1.2 0.9 0.2
C 3.57022 2.01585 -2.10574 -0.1 -0.6 -1.5
C 3.33599 3.45416 -1.51332 -0.1 -1.5 0.2
O 2.33517 3.38156 -0.46301 -0.3 0.5 -0.5
C 1.89310 4.67487 -0.00763 1.3 -0.1 -1.2
N 2.31201 1.41253 -2.55260 -0.6 1.0 0.2
H 5.47216 2.35690 -3.12834 0.2 0.5 0.1
H 4.12628 2.51453 -4.24991 -0.5 0.5 0.4
H 4.78074 1.03570 -3.82549 -0.8 -0.8 0.8
H 4.05092 1.36085 -1.37911 0.1 0.3 0.4
H 3.03458 4.14724 -2.29874 -0.2 0.1 -0.1
H 4.28738 3.77619 -1.08993 0.1 0.2 0.1
H 1.75091 5.35353 -0.84865 -0.3 -0.1 -0.4
H 2.73399 5.13403 0.51212 -0.2 0.1 0.7
H 0.94986 4.67609 0.53863 0.4 -0.6 0.2
H 2.33702 0.40311 -2.52948 0.1 0.0 0.2
H 1.58009 1.75436 -1.94634 -0.3 -0.4 0.2
```
Forces are in eV/Å.

As for the expectation value of S²: 0.75. The multiplicity is 2. The total charge is -1. The value obtained for the LUMO energy (spin up / spin down) is 2.73 / 2.73 eV. The calculation puts the HOMO-LUMO gap (spin up / spin down) at 3.816 / 8.166 eV.

Results of the Mulliken charge analysis, in e, for atoms 1 through 6:
1. C -0.202
2. Br -0.375
3. Br -0.244
4. Br -0.354
5. H 0.218
6. C -1.343